This record from OMol25 describes 2 unconnected molecules or ions with the total composition C3H5ClFNO at a distorted geometry. The level of theory is ωB97M-V/def2-TZVPD.

Values from the calculation:
* orbital gap (alpha / beta): 7.33 / 9.07 eV
* relative energy (zero: lowest compared OMol25 entry of this formula, charge and spin): 208.3 kJ/mol
* HOMO energy (alpha / beta): -7.642 / -8.931 eV
* calculated total energy: -21965.8052 eV

Structure (ORCA input):
```
! RIJCOSX wB97M-V def2-TZVPD def2/J DEFGRID3
* xyz 0 1
C -1.554 1.084 0.326
C -0.681 -1.095 -0.142
C 1.979 -0.219 -0.612
N -0.974 -0.104 0.753
O -1.873 1.396 -0.782
F 3.052 -0.802 -0.025
Cl 1.605 1.332 0.122
H -1.649 1.789 1.145
H -0.560 -0.753 -1.130
H -0.596 -2.228 0.192
H 2.140 -0.071 -1.598
H -0.888 -0.330 1.749
*
```

Atom charges from the natural (NBO) analysis, given in e for atoms 1 to 2: number 1, C, carries 0.53; number 2, C, carries -0.19

=====

This record from OMol25 describes a single C3H5ClN2 molecule at a distorted geometry. The level of theory is ωB97M-V/def2-TZVPD.

Values from the calculation:
* orbital gap: 8.57 eV
* relative energy (zero: lowest compared OMol25 entry of this formula, charge and spin): 257.5 kJ/mol
* HOMO energy: -8.106 eV
* SMILES: [H]/N=C/N/C=C/Cl
* calculated total energy: -18691.4426 eV

Structure (ORCA input):
```
! RIJCOSX wB97M-V def2-TZVPD def2/J DEFGRID3
* xyz 0 1
H 1.767 -1.995 -0.074
N 0.963 -1.297 -0.371
C 1.384 -0.095 -0.014
N 0.402 0.872 -0.247
C -0.897 0.787 -0.224
C -1.456 -0.354 0.169
Cl -3.180 -0.287 -0.137
H 2.492 0.210 0.664
H 0.927 1.675 0.160
H -1.350 1.858 -0.294
H -1.052 -1.375 0.369
*
```

Atom charges from the natural (NBO) analysis, given in e for atoms 1 to 2: number 1, H, carries 0.34; number 2, N, carries -0.70

=====

This record from OMol25 describes 2 unconnected molecules or ions with the total composition C3H5ClN2 at a distorted geometry. The level of theory is ωB97M-V/def2-TZVPD.

Values from the calculation:
* orbital gap: 9.46 eV
* relative energy (zero: lowest compared OMol25 entry of this formula, charge and spin): 246.4 kJ/mol
* HOMO energy: -8.825 eV
* SMILES: N=C=CCl.C=N
* calculated total energy: -18691.5579 eV

Structure (ORCA input):
```
! RIJCOSX wB97M-V def2-TZVPD def2/J DEFGRID3
* xyz 0 1
N -1.130 3.790 0.036
C -0.499 2.758 0.099
C -0.124 1.506 -0.082
Cl -0.361 0.474 1.361
H -0.826 4.713 0.173
H 0.166 1.048 -1.038
C 0.171 -2.869 -0.060
N 1.318 -2.791 -0.547
H -0.627 -2.707 -0.822
H -0.289 -2.937 0.927
H 2.201 -2.987 -0.048
*
```

Atom charges from the natural (NBO) analysis, given in e for atoms 1 to 2: number 1, N, carries -0.60; number 2, C, carries 0.41

=====

This record from OMol25 describes 2 unconnected molecules or ions with the total composition C3H5ClN2 at a distorted geometry. The level of theory is ωB97M-V/def2-TZVPD.

Values from the calculation:
* orbital gap (alpha / beta): 9.36 / 9.36 eV
* relative energy (zero: lowest compared OMol25 entry of this formula, charge and spin): 216.5 kJ/mol
* HOMO energy (alpha / beta): -9.877 / -9.876 eV
* calculated total energy: -18691.8680 eV

Structure (ORCA input):
```
! RIJCOSX wB97M-V def2-TZVPD def2/J DEFGRID3
* xyz 0 1
C -1.771 -1.066 -0.116
C 0.835 -0.157 -1.045
C -0.005 0.451 0.091
N -2.741 -1.663 0.043
N 0.541 0.545 1.336
Cl -0.899 1.905 -0.205
H 1.641 0.498 -1.056
H 1.300 -1.166 -0.924
H 0.222 -0.162 -1.945
H -0.056 1.016 2.028
H 0.932 -0.200 1.795
*
```

Atom charges from the natural (NBO) analysis, given in e for atoms 1 to 2: number 1, C, carries -0.02; number 2, C, carries -0.67

=====

This record from OMol25 describes a molecular structure, C3H5ClN2O at a distorted geometry. The level of theory is ωB97M-V/def2-TZVPD.

Values from the calculation:
* orbital gap: 9.07 eV
* relative energy (zero: lowest compared OMol25 entry of this formula, charge and spin): 518.5 kJ/mol
* HOMO energy: -9.629 eV
* calculated total energy: -20737.2446 eV

Structure (ORCA input):
```
! RIJCOSX wB97M-V def2-TZVPD def2/J DEFGRID3
* xyz 0 1
C 0.883 -0.287 0.944
C -0.539 -0.701 0.288
C -0.581 -0.831 -1.218
H -0.191 1.368 2.439
H 1.581 1.444 2.268
H 2.913 -0.674 0.876
H 0.207 -1.407 -1.746
H -1.626 -1.257 -1.411
N 0.769 0.447 2.227
N 2.016 -0.743 0.175
O -1.438 -0.781 1.043
Cl -0.557 1.162 -1.627
*
```

Atom charges from the natural (NBO) analysis, given in e for atoms 1 to 2: number 1, C, carries 0.35; number 2, C, carries 0.50

=====

This record from OMol25 describes a molecular structure, C3H5ClNOS at a distorted geometry. The level of theory is ωB97M-V/def2-TZVPD.

Values from the calculation:
* orbital gap (alpha / beta): 5.86 / 6.05 eV
* relative energy (zero: lowest compared OMol25 entry of this formula, charge and spin): 343.6 kJ/mol
* HOMO energy (alpha / beta): -13.342 / -13.525 eV
* calculated total energy: -30074.6706 eV

Structure (ORCA input):
```
! RIJCOSX wB97M-V def2-TZVPD def2/J DEFGRID3
* xyz 1 1
C 0.417 0.670 0.238
C -0.696 0.369 -0.829
C -0.234 -0.078 1.101
N -1.282 -0.584 0.080
O 1.350 1.480 0.172
S 2.575 -1.352 -0.331
Cl 3.334 0.391 -0.139
H -1.259 1.291 -1.008
H -0.289 -0.077 -1.750
H -0.454 -0.127 2.132
H -2.226 -0.328 0.338
H -1.237 -1.654 -0.003
*
```

Atom charges from the natural (NBO) analysis, given in e for atoms 1 to 2: number 1, C, carries 0.35; number 2, C, carries -0.31

=====

This record from OMol25 describes 2 unconnected molecules or ions with the total composition C3H5ClO at a distorted geometry. The level of theory is ωB97M-V/def2-TZVPD.

Values from the calculation:
* orbital gap: 10.58 eV
* relative energy (zero: lowest compared OMol25 entry of this formula, charge and spin): 324.5 kJ/mol
* HOMO energy: -10.164 eV
* calculated total energy: -17758.4148 eV

Structure (ORCA input):
```
! RIJCOSX wB97M-V def2-TZVPD def2/J DEFGRID3
* xyz 0 1
C 0.389 0.492 0.741
C 0.436 0.632 -0.761
C -0.651 -0.085 -0.162
O -0.628 -2.031 -0.180
Cl -2.283 0.276 -0.212
H 1.162 -0.087 1.261
H 0.077 1.419 1.119
H 0.246 1.613 -1.102
H 1.268 0.115 -1.301
H -0.016 -2.345 0.596
*
```

Atom charges from the natural (NBO) analysis, given in e for atoms 1 to 2: number 1, C, carries -0.45; number 2, C, carries -0.46

=====

This record from OMol25 describes 2 unconnected molecules or ions with the total composition C3H5ClO2P at a distorted geometry. The level of theory is ωB97M-V/def2-TZVPD.

Values from the calculation:
* orbital gap (alpha / beta): 7.67 / 7.30 eV
* relative energy (zero: lowest compared OMol25 entry of this formula, charge and spin): 502.7 kJ/mol
* HOMO energy (alpha / beta): -4.138 / -3.694 eV
* calculated total energy: -29096.5642 eV

Structure (ORCA input):
```
! RIJCOSX wB97M-V def2-TZVPD def2/J DEFGRID3
* xyz -1 1
C -0.178 -0.110 1.559
C 0.192 -0.116 0.280
C 1.484 -0.507 -0.325
O -0.447 1.040 -2.253
O -2.569 2.053 0.301
P -1.023 0.629 -0.966
Cl -2.137 -1.010 -1.277
H -1.048 0.373 1.913
H 0.384 -0.440 2.359
H 1.148 -1.286 -1.075
H 1.944 0.248 -0.953
H 2.251 -0.872 0.437
*
```

Atom charges from the natural (NBO) analysis, given in e for atoms 1 to 2: number 1, C, carries -0.38; number 2, C, carries -0.32

=====

This record from OMol25 describes a single C3H5ClOS molecule at a distorted geometry. The level of theory is ωB97M-V/def2-TZVPD.

Values from the calculation:
* orbital gap: 9.74 eV
* relative energy (zero: lowest compared OMol25 entry of this formula, charge and spin): 375.5 kJ/mol
* HOMO energy: -9.416 eV
* SMILES: O[C@@H]1[C@H](S)[C@H]1Cl
* calculated total energy: -28593.2496 eV

Structure (ORCA input):
```
! RIJCOSX wB97M-V def2-TZVPD def2/J DEFGRID3
* xyz 0 1
O 0.370 1.946 -0.294
C -0.228 0.921 0.417
C 0.362 -0.285 0.696
S 1.824 -1.114 -0.069
C -0.770 -0.151 -0.293
Cl -2.196 -0.836 -0.073
H 1.024 1.263 -0.825
H -0.882 1.308 1.277
H 0.110 -1.135 1.592
H 0.860 -1.787 -1.106
H -0.474 -0.130 -1.323
*
```

Atom charges from the natural (NBO) analysis, given in e for atoms 1 to 2: number 1, O, carries -0.66; number 2, C, carries 0.04

=====

This record from OMol25 describes a single C3H5ClOS molecule at a distorted geometry. The level of theory is ωB97M-V/def2-TZVPD.

Values from the calculation:
* orbital gap: 8.24 eV
* relative energy (zero: lowest compared OMol25 entry of this formula, charge and spin): 92.8 kJ/mol
* HOMO energy: -9.199 eV
* SMILES: OCC(=S)CCl
* calculated total energy: -28596.1795 eV

Structure (ORCA input):
```
! RIJCOSX wB97M-V def2-TZVPD def2/J DEFGRID3
* xyz 0 1
O -2.158 1.363 -0.143
C -0.912 1.037 -0.760
C -0.350 -0.191 -0.093
S -0.749 -1.738 -0.631
C 0.550 0.011 1.120
Cl 2.167 0.494 0.533
H -2.812 0.705 -0.356
H -1.127 0.891 -1.854
H -0.223 1.887 -0.617
H 0.135 0.770 1.748
H 0.710 -0.893 1.663
*
```

Atom charges from the natural (NBO) analysis, given in e for atoms 1 to 2: number 1, O, carries -0.70; number 2, C, carries -0.16